Entry 1:
Below is a molecular structure, C25H25BClN9Os, with properties calculated with ωB97M-V with the def2-TZVPD basis set.

Output
- expectation value of S² = 0.76
- energy relative to the best compared isomer or geometry (same formula, charge and spin) (kJ/mol) = 0.0
- maximum force (hartree/bohr) = 0.018
- orbital gap (alpha / beta) (eV) = 6.81 / 4.95
- HOMO (alpha / beta) (eV) = -17.2266 / -17.2256
- E_LUMO (alpha / beta) (eV) = -10.42 / -12.27

Structure (ORCA input):
```
! wB97M-V def2-TZVPD RIJCOSX def2/J DEFGRID3
* xyz 3 2
Os -0.307 0.474 -0.666
C -4.635 0.301 -0.239
C -3.492 0.563 -0.977
N -2.388 0.257 -0.277
N -2.826 -0.168 0.947
C -4.172 -0.166 0.971
B -1.749 -0.469 1.983
N -0.803 -1.578 1.426
C -0.521 -2.844 1.786
C 0.416 -3.371 0.925
C 0.663 -2.355 0.016
N -0.079 -1.287 0.311
N -0.921 0.804 2.219
C -0.671 1.543 3.311
C 0.197 2.557 2.983
C 0.459 2.370 1.633
N -0.223 1.315 1.178
N -2.384 -0.853 3.374
C -2.011 -1.633 4.339
C -2.925 -1.428 5.462
C -3.807 -0.426 5.002
N -3.499 -0.053 3.794
H -5.658 0.438 -0.540
H -3.441 0.961 -1.971
H -4.725 -0.465 1.842
H -1.029 -3.338 2.598
H 0.844 -4.358 0.949
H 1.323 -2.341 -0.836
H -1.128 1.322 4.260
H 0.589 3.321 3.629
H 1.095 2.942 0.980
H -1.142 -2.274 4.309
H -2.905 -1.941 6.413
H -4.630 0.034 5.529
Cl -2.091 -2.337 -2.224
C -0.509 -1.962 -2.760
C 0.323 -3.002 -3.129
C 1.605 -2.722 -3.579
C 2.074 -1.412 -3.680
C 1.253 -0.373 -3.322
C -0.073 -0.603 -2.851
C -1.012 0.466 -2.637
H -0.037 -4.021 -3.084
H 2.247 -3.542 -3.875
H 3.063 -1.222 -4.072
H 1.583 0.647 -3.459
H -2.046 0.193 -2.731
H -0.809 1.455 -3.056
C 5.389 3.026 -2.084
C 4.091 2.391 -1.712
C 4.023 1.133 -1.114
C 2.801 0.582 -0.789
N 1.642 1.208 -1.033
C 1.693 2.433 -1.596
C 2.872 3.043 -1.945
H 6.238 2.437 -1.750
H 5.461 4.026 -1.652
H 5.450 3.143 -3.168
H 4.926 0.580 -0.893
H 2.733 -0.388 -0.312
H 0.745 2.939 -1.764
H 2.848 4.028 -2.392
*
```



Entry 2:
Below is a molecular structure, C25H25BrN2O2PtTe in a non-equilibrium geometry, with properties calculated with ωB97M-V with the def2-TZVPD basis set.

Output
- energy relative to the best compared isomer or geometry (same formula, charge and spin) (kJ/mol) = 137.6
- maximum force (hartree/bohr) = 0.038
- orbital gap (alpha / beta) (eV) = 6.22 / 6.22
- HOMO (alpha / beta) (eV) = -7.0738 / -7.0732
- E_LUMO (alpha / beta) (eV) = -0.85 / -0.86

Structure (ORCA input):
```
! wB97M-V def2-TZVPD RIJCOSX def2/J DEFGRID3
* xyz 0 1
Pt -0.219 -0.695 -0.503
O -3.857 3.261 0.452
C -4.246 2.347 -0.504
C -5.246 2.633 -1.419
C -5.602 1.686 -2.371
C -4.956 0.459 -2.401
C -3.955 0.188 -1.476
C -3.586 1.125 -0.525
C -2.493 0.803 0.490
O -2.010 -0.472 0.410
N -1.419 1.806 0.316
N -0.175 1.378 0.334
C 0.832 2.168 0.319
C 2.210 1.690 0.335
Br 2.391 -0.190 0.580
C 3.252 2.503 0.165
C 4.706 2.293 0.265
C 5.304 1.330 1.082
C 6.684 1.253 1.186
C 7.495 2.125 0.474
C 6.915 3.085 -0.344
C 5.536 3.173 -0.437
H -4.446 4.021 0.423
H -5.746 3.597 -1.387
H -6.385 1.913 -3.083
H -5.232 -0.283 -3.139
H -3.439 -0.766 -1.474
H -2.910 0.977 1.492
H -1.636 2.790 0.388
H 0.691 3.247 0.317
H 2.969 3.522 -0.091
H 4.689 0.661 1.663
H 7.131 0.510 1.835
H 8.572 2.070 0.570
H 7.537 3.773 -0.903
H 5.085 3.931 -1.068
C 0.373 -7.751 1.276
C 0.193 -6.475 0.494
C -1.019 -5.802 0.486
C -1.217 -4.646 -0.267
C -2.557 -3.952 -0.216
C -0.158 -4.164 -1.044
Te -0.464 -2.446 -2.267
C 1.087 -4.812 -1.038
C 2.270 -4.286 -1.812
C 1.238 -5.956 -0.263
H -0.462 -7.916 1.956
H 1.295 -7.730 1.860
H 0.434 -8.606 0.599
H -1.840 -6.177 1.089
H -3.140 -4.310 0.633
H -3.129 -4.151 -1.126
H -2.442 -2.872 -0.111
H 2.611 -3.336 -1.392
H 2.018 -4.106 -2.858
H 3.098 -4.995 -1.780
H 2.203 -6.455 -0.245
*
```



Entry 3:
Below is 4 unconnected molecules or ions with the total composition C25H25F3O6S, with properties calculated with ωB97M-V with the def2-TZVPD basis set.

Output
- maximum force (hartree/bohr) = 0.017
- orbital gap (eV) = 9.57
- HOMO (eV) = -9.3137
- SMILES = C#C[C@]1(O)OS(=O)(=O)O[C@H]1C[C@@H](O)C(F)(F)F.c1ccccc1.c1ccccc1.c1ccccc1
- E_LUMO (eV) = 0.25

Structure (ORCA input):
```
! wB97M-V def2-TZVPD RIJCOSX def2/J DEFGRID3
* xyz 0 1
C 3.844 -0.847 0.719
C 2.941 -0.072 0.553
C 1.849 0.883 0.300
O 1.856 1.385 -0.981
O 1.971 1.974 1.252
S 0.803 2.002 2.326
O 1.330 1.920 3.640
O -0.133 3.015 1.969
O 0.205 0.577 1.957
C 0.448 0.268 0.579
C -0.634 0.798 -0.342
C -2.022 0.424 0.199
O -2.724 1.519 0.738
C -2.913 -0.127 -0.897
F -3.177 0.777 -1.856
F -2.307 -1.175 -1.502
F -4.077 -0.567 -0.428
H 4.454 -1.711 0.875
H 2.766 1.528 -1.269
H 0.513 -0.816 0.506
H -0.459 0.342 -1.316
H -0.587 1.878 -0.467
H -1.941 -0.380 0.939
H -2.210 1.889 1.467
C 1.424 0.443 -6.192
C 0.501 1.480 -6.190
C -0.497 1.521 -5.226
C -0.572 0.523 -4.264
C 0.350 -0.514 -4.267
C 1.349 -0.555 -5.230
H 2.201 0.412 -6.944
H 0.559 2.257 -6.941
H -1.215 2.330 -5.223
H -1.354 0.550 -3.518
H 0.286 -1.296 -3.520
H 2.065 -1.366 -5.234
C 6.961 2.639 4.931
C 5.585 2.676 5.109
C 4.741 2.200 4.116
C 5.275 1.687 2.942
C 6.652 1.651 2.764
C 7.496 2.127 3.757
H 7.618 3.010 5.708
H 5.169 3.077 6.024
H 3.668 2.228 4.255
H 4.631 1.292 2.170
H 7.068 1.252 1.847
H 8.569 2.100 3.617
C -5.184 -3.650 0.289
C -6.182 -3.090 -0.497
C -7.514 -3.375 -0.233
C -7.849 -4.218 0.818
C -6.851 -4.778 1.603
C -5.519 -4.494 1.338
H -4.146 -3.425 0.083
H -5.920 -2.432 -1.315
H -8.292 -2.938 -0.846
H -8.888 -4.437 1.025
H -7.112 -5.436 2.422
H -4.741 -4.931 1.951
*
```



Entry 4:
Below is a molecular structure, C25H25MgNSi in a non-equilibrium geometry, with properties calculated with ωB97M-V with the def2-TZVPD basis set.

Output
- energy relative to the best compared isomer or geometry (same formula, charge and spin) (kJ/mol) = 2.9
- maximum force (hartree/bohr) = 0.065
- orbital gap (alpha / beta) (eV) = 4.91 / 1.09
- HOMO (alpha / beta) (eV) = -0.2079 / 2.9986
- E_LUMO (alpha / beta) (eV) = 4.70 / 4.09

Structure (ORCA input):
```
! wB97M-V def2-TZVPD RIJCOSX def2/J DEFGRID3
* xyz -2 1
C -0.290 1.073 -4.443
C 1.104 1.174 -4.124
C 1.230 1.944 -2.929
C -0.076 2.305 -2.506
C -1.013 1.771 -3.434
Mg 0.171 -0.715 -2.508
N -1.057 0.350 -0.888
C 0.317 -2.764 -3.061
C 1.587 -2.173 -3.021
H 2.168 2.308 -2.495
H 1.931 0.944 -4.800
H -0.298 2.944 -1.656
H -2.081 1.963 -3.427
H -0.691 0.727 -5.394
H 2.096 -1.810 -3.917
H -0.128 -3.358 -2.223
H -1.690 -0.441 -1.072
H 2.264 -2.281 -2.167
H -0.368 -2.843 -3.927
C -0.743 4.245 2.274
C 0.402 3.916 1.536
C 0.564 2.602 1.074
C -0.382 1.638 1.451
C -1.570 1.981 2.095
C -1.742 3.299 2.531
Si -0.352 -0.037 0.617
C 1.409 -0.539 1.045
C 2.520 -0.653 0.191
C 3.781 -0.984 0.715
C 3.981 -1.143 2.090
C 2.894 -0.983 2.949
C 1.626 -0.704 2.425
C -1.574 -1.234 1.408
C -1.242 -2.450 2.022
C -2.236 -3.408 2.290
C -3.568 -3.188 1.922
C -3.906 -1.974 1.316
C -2.921 -1.012 1.072
H -0.851 5.251 2.667
H 1.170 4.658 1.311
H 1.375 2.334 0.383
H -2.372 1.241 2.174
H -2.657 3.553 3.064
H 2.419 -0.470 -0.888
H 4.635 -1.116 0.047
H 4.970 -1.378 2.489
H 3.028 -1.074 4.027
H 0.798 -0.599 3.130
H -0.200 -2.684 2.234
H -1.968 -4.361 2.751
H -4.335 -3.949 2.087
H -4.923 -1.780 0.977
H -3.206 -0.118 0.514
*
```



Entry 5:
Below is a molecular structure, C25H25N10O12P2SZr, with properties calculated with ωB97M-V with the def2-TZVPD basis set.

Output
- energy relative to the best compared isomer or geometry (same formula, charge and spin) (kJ/mol) = 0.0
- maximum force (hartree/bohr) = 0.006
- orbital gap (eV) = 8.16
- HOMO (eV) = -11.6397
- E_LUMO (eV) = -3.48

Structure (ORCA input):
```
! wB97M-V def2-TZVPD RIJCOSX def2/J DEFGRID3
* xyz 1 1
Zr -0.400 0.285 0.459
N 1.789 3.586 -1.038
C 1.483 2.589 -2.126
C 1.998 3.131 -3.455
P 2.375 1.049 -1.597
O 2.567 0.194 -2.936
O 3.652 1.474 -0.997
O 1.355 0.262 -0.779
P -0.314 2.255 -2.199
O -0.978 3.670 -2.507
O -0.610 1.234 -3.224
O -0.725 1.965 -0.744
H 1.748 3.146 -0.101
H 1.134 4.395 -0.979
H 2.750 3.912 -1.150
H 3.087 3.220 -3.436
H 1.574 4.116 -3.660
H 1.720 2.457 -4.262
H 3.478 0.266 -3.252
H -1.261 3.759 -3.427
O -6.648 -4.173 2.432
N -5.447 -4.258 2.317
O -4.779 -5.241 2.568
C -4.734 -3.077 1.787
C -5.406 -2.318 0.907
C -4.769 -1.194 0.298
C -5.447 -0.343 -0.592
C -4.786 0.736 -1.107
C -3.446 0.938 -0.758
N -2.778 0.136 0.052
C -3.434 -0.913 0.601
C -2.737 -1.715 1.573
N -1.471 -1.341 1.889
C -0.859 -1.974 2.873
C -1.444 -3.032 3.574
C -2.695 -3.459 3.230
C -3.384 -2.790 2.197
H -6.431 -2.559 0.661
H -6.481 -0.543 -0.843
H -5.269 1.433 -1.776
H -2.905 1.786 -1.147
H 0.130 -1.629 3.126
H -0.894 -3.502 4.376
H -3.155 -4.286 3.745
N -1.214 1.586 2.015
C -1.260 2.764 1.986
N -1.305 4.025 1.958
C -0.610 4.667 1.042
N -0.014 5.264 0.250
C 0.600 -2.173 -4.047
N -0.141 -1.576 -2.952
C -0.017 -1.968 -1.697
N 0.744 -3.013 -1.364
O -0.686 -1.375 -0.773
H 0.343 -1.642 -4.959
H 0.326 -3.221 -4.173
H 1.678 -2.084 -3.894
H -0.546 -0.649 -3.088
H 1.377 -3.408 -2.037
H 0.987 -3.090 -0.383
O 1.752 1.646 3.760
S 1.981 1.290 2.400
O 1.567 2.272 1.398
N 1.254 -0.107 1.945
C 2.175 -1.081 1.609
O 1.847 -2.182 1.199
C 3.573 -0.598 1.764
C 4.739 -1.304 1.530
C 5.945 -0.638 1.700
C 5.980 0.696 2.100
C 4.810 1.404 2.344
C 3.625 0.726 2.155
H 4.698 -2.341 1.226
H 6.875 -1.161 1.523
H 6.934 1.188 2.227
H 4.830 2.437 2.664
*
```



Entry 6:
Below is 4 unconnected molecules or ions with the total composition C25H25N2O6PS2 in a non-equilibrium geometry, with properties calculated with ωB97M-V with the def2-TZVPD basis set.

Output
- maximum force (hartree/bohr) = 0.155
- orbital gap (eV) = 6.31
- HOMO (eV) = -8.2612
- SMILES = [PH4]CCCSC(=S)n1ccnc1.O=C1C=CC(=O)C=C1.O=C1C=CC(=O)C=C1.O=C1C=CC(=O)C=C1
- E_LUMO (eV) = -1.95

Structure (ORCA input):
```
! wB97M-V def2-TZVPD RIJCOSX def2/J DEFGRID3
* xyz 0 1
P 2.824 -0.418 1.351
C 2.634 1.381 2.054
C 1.802 2.384 1.055
C 0.361 2.906 1.667
S -0.870 3.019 0.260
C -2.028 1.549 0.201
S -2.636 1.098 -1.355
N -2.518 0.731 1.375
C -1.579 -0.018 2.299
C -2.458 -0.814 3.431
N -3.878 -0.460 3.049
C -3.973 0.462 1.815
H 4.068 -0.624 2.102
H 1.617 -0.859 2.021
H 2.848 0.066 -0.021
H 2.935 -1.769 0.788
H 3.749 1.803 2.094
H 2.250 1.352 3.159
H 1.615 1.891 -0.008
H 2.476 3.356 0.893
H 0.029 2.245 2.574
H 0.492 4.015 2.088
H -0.404 0.033 2.127
H -2.003 -1.462 4.293
H -4.966 0.874 1.297
O -0.335 -0.680 5.355
C -0.073 -1.126 6.463
C 1.281 -1.006 7.038
C 1.567 -1.496 8.248
C 0.541 -2.178 9.062
O 0.803 -2.625 10.170
C -0.814 -2.298 8.487
C -1.099 -1.808 7.277
H 2.022 -0.503 6.429
H 2.555 -1.417 8.684
H -1.555 -2.801 9.096
H -2.088 -1.887 6.841
O 1.504 -2.415 -1.164
C 0.919 -2.330 -2.235
C 1.329 -3.140 -3.399
C 0.691 -3.044 -4.570
C -0.452 -2.126 -4.748
O -1.037 -2.040 -5.819
C -0.861 -1.316 -3.584
C -0.223 -1.412 -2.414
H 2.168 -3.809 -3.252
H 0.978 -3.630 -5.434
H -1.700 -0.646 -3.731
H -0.511 -0.825 -1.549
O -2.792 3.145 -8.752
C -1.814 2.611 -8.248
C -1.862 1.214 -7.773
C -0.794 0.631 -7.221
C 0.481 1.358 -7.062
O 1.459 0.824 -6.558
C 0.530 2.755 -7.536
C -0.539 3.338 -8.089
H -2.805 0.693 -7.897
H -0.813 -0.393 -6.867
H 1.472 3.276 -7.412
H -0.519 4.362 -8.443
*
```



Number 1: DFT total energy -55382.5354 eV. Number 2: DFT total energy -113985.7194 eV. Number 3: DFT total energy -57600.9114 eV. Number 4: DFT total energy -41139.9389 eV. Number 5: DFT total energy -96501.6420 eV. Number 6: DFT total energy -72540.9156 eV.